Below is one molecule with the formula C24H38N4O3P2S2 in a non-equilibrium geometry, with properties calculated with ωB97M-V/def2-TZVPD.

Geometry as ORCA input:
```
! wB97M-V def2-TZVPD RIJCOSX def2/J DEFGRID3
* xyz 0 1
C 4.786 -1.810 3.572
C 4.495 -1.860 2.056
P 2.819 -1.176 1.687
C 1.780 -1.798 3.078
C 2.190 -1.974 0.091
C 2.479 -3.405 0.223
N 2.807 -4.490 0.354
C 0.607 -1.818 -0.137
C -0.019 -2.872 0.685
N -0.477 -3.740 1.264
C -0.007 -0.487 0.377
C 0.210 0.783 -0.469
C 1.314 1.700 0.057
S 1.736 2.909 -1.248
C 2.337 4.303 -0.297
S 3.890 4.630 -0.126
N 1.306 5.089 0.300
C 0.868 4.949 1.594
C -0.148 5.878 1.689
N -0.314 6.539 0.516
C 0.574 6.053 -0.327
C 0.241 -2.130 -1.602
C -1.256 -2.285 -1.902
C -2.028 -1.005 -2.243
C -1.556 -0.332 -3.537
C -3.506 -1.427 -2.458
C -4.325 -1.382 -1.159
C -4.795 0.041 -0.912
C -4.622 0.620 0.347
C -5.452 0.182 1.520
C -3.573 1.671 0.563
P 3.206 -1.465 -1.354
O 3.200 -2.486 -2.399
O 4.716 -1.228 -0.856
O 2.659 -0.068 -1.933
H 5.829 -1.569 3.758
H 4.172 -1.091 4.111
H 4.610 -2.790 4.009
H 5.251 -1.284 1.541
H 4.512 -2.910 1.758
H 2.025 -1.279 3.996
H 1.975 -2.867 3.202
H 0.718 -1.714 2.873
H -1.083 -0.661 0.373
H 0.253 -0.258 1.408
H -0.712 1.363 -0.389
H 0.343 0.591 -1.528
H 1.011 2.200 0.972
H 2.216 1.123 0.225
H 1.273 4.258 2.307
H -0.735 6.018 2.581
H 0.726 6.314 -1.359
H 0.723 -3.076 -1.851
H 0.649 -1.409 -2.305
H -1.325 -2.908 -2.796
H -1.805 -2.817 -1.123
H -2.059 -0.269 -1.439
H -2.230 0.503 -3.733
H -0.541 0.059 -3.481
H -1.692 -1.029 -4.365
H -3.500 -2.472 -2.773
H -4.005 -0.807 -3.198
H -5.207 -2.024 -1.328
H -3.809 -1.808 -0.301
H -5.309 0.543 -1.728
H -6.148 -0.598 1.230
H -5.998 1.052 1.881
H -4.815 -0.173 2.342
H -3.599 2.436 -0.221
H -2.609 1.169 0.514
H -3.717 2.159 1.528
H 5.103 -0.446 -1.267
H 3.367 0.358 -2.436
*
```

Results
max |F| = 2.85 eV/A
gap between HOMO and LUMO = 0.2069 hartree
highest occupied orbital energy = -7.02 eV
SMILES = CCP(C)[C@@](C#N)([C@@](C#N)(CCCSC(=S)n1ccnc1)CC[C@@H](C)CCC=C(C)C)P(=O)(O)O
DFT total energy = -2861.02980 Ha